Entry from OMol25: 2 unconnected molecules or ions with the total composition C2HClO (ωB97M-V with the def2-TZVPD basis set).

Last column: Mulliken charge in e.
CARTESIAN COORDINATES (ANGSTROEM)
C 0.789 -0.047 0.001  -0.06
C 1.786 -0.674 0.203  -0.08
O 3.672 -0.942 -0.397  -0.24
Cl 4.348 0.456 0.120  0.09
H -0.175 0.044 0.390  0.29

frontier orbital gap (alpha / beta)	0.2988 / 0.2989	hartree
largest force on an atom	7.4	eV/A
energy above the lowest of the compared OMol25 structures with the same formula, charge and spin	160.2	kcal per mole

***

Entry from OMol25: C4H8O2 in the gas phase (ωB97M-V with the def2-TZVPD basis set).

Last column: Mulliken charge in e.
CARTESIAN COORDINATES (ANGSTROEM)
C -1.156 -0.979 -0.807  -1.43
C -0.348 0.074 -0.072  0.68
C 0.715 0.741 -0.944  -1.29
O 0.274 -0.620 1.041  -0.31
C 0.751 0.140 2.026  0.09
O 0.737 1.343 2.068  -0.48
H -1.764 -0.499 -1.582  0.39
H -0.501 -1.712 -1.288  0.34
H -1.821 -1.505 -0.115  0.36
H -1.013 0.831 0.356  0.28
H 1.653 0.179 -0.878  0.32
H 0.903 1.769 -0.626  0.33
H 0.406 0.746 -1.995  0.36
H 1.163 -0.507 2.816  0.37

SMILES string	CC(C)OC=O
frontier orbital gap	0.4292	hartree
largest force on an atom	0.5	eV/A
energy above the lowest of the compared OMol25 structures with the same formula, charge and spin	10.6	kcal per mole

***

Entry from OMol25: 2 unconnected molecules or ions with the total composition C7H11BrN5 (ωB97M-V with the def2-TZVPD basis set).

Last column: Mulliken charge in e.
CARTESIAN COORDINATES (ANGSTROEM)
C -0.705 -1.726 -0.472  -0.52
C -0.868 -0.506 0.057  0.62
C -1.880 0.514 -0.207  0.31
C -0.533 2.357 0.300  0.32
C 0.747 -2.175 -0.087  -0.51
C 1.431 -0.847 0.329  0.02
C 2.068 -0.179 -0.908  -1.22
N -1.687 1.778 -0.150  -0.59
N -0.387 3.555 0.458  -0.53
N 0.439 1.319 0.805  -0.35
N -3.024 0.084 -0.708  -0.34
N 0.254 -0.007 0.727  0.24
Br 2.627 -1.160 1.797  0.05
H -1.348 -2.154 -1.193  0.45
H 0.862 -2.847 0.790  0.39
H 1.074 -2.824 -1.066  0.30
H 2.766 -0.895 -1.239  0.46
H 2.440 0.781 -0.803  0.40
H 1.139 -0.059 -1.607  0.31
H 0.367 4.190 0.995  0.30
H 1.276 1.552 1.210  0.16
H -3.363 -0.857 -0.545  0.24
H -3.667 0.797 -0.945  0.28
H -0.029 -0.693 2.462  0.19

frontier orbital gap (alpha / beta)	0.2587 / 0.3067	hartree
largest force on an atom	4.9	eV/A
energy above the lowest of the compared OMol25 structures with the same formula, charge and spin	69.1	kcal per mole
charge	+1

***

Entry from OMol25: 11 unconnected molecules or ions with the total composition C30H52F4N2O17S5 (ωB97M-V with the def2-TZVPD basis set).

Last column: Mulliken charge in e.
CARTESIAN COORDINATES (ANGSTROEM)
N -1.375 0.478 1.622  1.21
C -1.840 -0.181 0.484  -1.95
C -0.810 -0.214 -0.435  0.37
C 0.344 0.465 0.082  -0.64
C -0.062 0.836 1.392  -0.86
H -1.851 0.632 2.500  -0.16
H -2.839 -0.588 0.441  0.53
H -0.804 -0.779 -1.356  0.50
H 1.217 0.662 -0.523  0.48
H 0.469 1.364 2.170  0.25
N -0.085 2.400 5.372  0.04
C -0.415 1.077 5.506  -0.72
C -1.736 0.968 4.960  -0.27
C -2.055 2.184 4.387  -0.27
C -1.041 3.038 4.613  -1.18
H 0.805 2.843 5.545  0.27
H 0.232 0.454 6.105  0.53
H -2.337 0.078 4.846  0.63
H -2.974 2.369 3.850  0.48
H -0.885 4.092 4.437  0.71
C -2.191 -1.172 -6.202  -1.14
S -1.709 -0.437 -4.542  0.59
O -0.306 -1.055 -4.271  -0.53
C -1.433 1.261 -5.210  -0.74
H -1.396 -1.089 -6.943  0.34
H -2.964 -0.653 -6.769  0.39
H -2.349 -2.244 -6.090  0.35
H -0.489 1.519 -5.691  0.40
H -1.357 1.969 -4.385  -0.11
H -2.290 1.487 -5.845  0.44
C 2.361 2.327 -2.836  -0.65
S 2.373 4.018 -2.049  0.63
O 3.742 4.629 -2.317  -0.72
C 1.147 4.719 -3.239  -0.83
H 3.041 1.742 -2.217  0.05
H 2.782 2.197 -3.833  0.52
H 1.348 1.927 -2.867  0.14
H 0.227 4.149 -3.370  0.10
H 1.639 4.917 -4.192  0.39
H 0.781 5.683 -2.885  0.34
C -5.573 3.848 -1.247  -1.01
S -4.501 2.504 -0.528  0.55
O -5.195 1.144 -0.690  -0.65
C -3.127 2.619 -1.645  -0.70
H -5.049 4.801 -1.172  0.32
H -6.550 3.840 -0.764  0.35
H -5.702 3.698 -2.319  0.33
H -2.227 2.106 -1.306  0.03
H -2.801 3.658 -1.706  0.36
H -3.314 2.374 -2.691  0.42
C -0.038 4.300 1.381  -0.35
S -0.742 5.749 0.601  0.32
O -0.836 5.438 -0.885  -0.52
C -2.424 5.547 1.277  -0.57
H 0.964 4.167 0.975  0.38
H -0.652 3.434 1.133  -0.12
H 0.058 4.427 2.460  0.28
H -2.867 4.641 0.863  -0.06
H -3.027 6.441 1.116  0.39
H -2.286 5.572 2.358  0.33
C 1.071 -3.793 -2.298  -0.69
S 1.794 -4.739 -3.717  0.51
O 0.809 -5.874 -3.986  -0.68
C 1.527 -3.414 -4.988  -0.64
H 0.078 -3.394 -2.504  0.29
H 1.729 -2.991 -1.961  0.00
H 1.052 -4.398 -1.392  0.50
H 0.462 -3.485 -5.206  0.17
H 2.193 -3.660 -5.815  0.45
H 1.774 -2.488 -4.469  0.11
C 0.196 -2.345 1.929  0.47
C -0.232 -1.970 3.241  1.47
O 0.591 -2.784 4.004  -0.45
C 0.987 -3.889 3.294  0.59
O 1.579 -4.889 3.680  -0.66
O 0.814 -3.632 2.044  -0.36
F -1.472 -2.386 3.526  -0.31
H 0.879 -1.625 1.478  -0.24
H -0.659 -2.398 1.255  -0.01
H -0.100 -0.910 3.459  -0.46
C -5.428 -4.439 1.684  -0.52
C -4.691 -3.279 0.992  0.34
O -3.375 -3.639 1.080  -0.11
C -3.207 -4.643 1.970  0.59
O -2.124 -5.147 2.309  -0.53
O -4.420 -4.842 2.564  -0.33
F -4.893 -2.160 1.739  -0.32
H -5.747 -5.242 1.020  0.30
H -6.332 -4.146 2.218  0.30
H -5.035 -3.051 -0.017  0.33
C 4.843 -1.742 3.859  -0.50
C 5.494 -0.839 4.819  0.47
O 4.521 0.154 4.928  -0.34
C 3.516 -0.045 4.101  0.56
O 2.511 0.648 3.928  -0.51
O 3.657 -1.197 3.508  -0.20
F 6.560 -0.305 4.171  -0.31
H 4.527 -2.668 4.340  0.33
H 5.468 -2.032 3.015  0.17
H 5.942 -1.190 5.748  0.29
C 6.064 -2.690 -1.055  -0.44
C 5.751 -2.698 -2.515  0.29
O 4.701 -1.755 -2.658  -0.24
C 4.245 -1.438 -1.472  0.39
O 3.319 -0.632 -1.279  -0.39
O 4.996 -1.997 -0.494  -0.22
F 5.291 -3.908 -2.806  -0.27
H 7.020 -2.187 -0.908  0.32
H 6.083 -3.725 -0.715  0.28
H 6.642 -2.480 -3.105  0.25

frontier orbital gap	0.3096	hartree
largest force on an atom	5.0	eV/A

***

Entry from OMol25: 3 unconnected molecules or ions with the total composition C15H32N4O8S (ωB97M-V with the def2-TZVPD basis set).

Last column: Mulliken charge in e.
CARTESIAN COORDINATES (ANGSTROEM)
O 0.303 -2.257 4.763  -0.58
S 1.098 -3.125 3.941  0.92
O 2.446 -3.483 4.269  -0.60
C 1.050 -2.437 2.285  0.57
C 2.114 -3.021 1.417  0.18
N 3.180 -2.273 1.133  0.20
N 4.124 -2.822 0.420  -0.69
C 3.951 -4.088 0.047  0.10
N 2.874 -4.830 0.302  -0.61
N 1.927 -4.276 1.004  -0.01
H 0.393 -4.268 3.751  0.18
H 0.054 -2.656 1.896  0.32
H 1.177 -1.358 2.410  -0.46
H 4.738 -4.544 -0.538  0.48
C 0.799 1.031 5.218  -0.49
O 1.340 2.042 4.395  -0.38
C 2.470 1.600 3.667  -0.48
C 2.400 2.022 2.218  -0.47
O 1.420 1.289 1.491  -0.25
C 0.087 1.768 1.555  -0.25
C -0.209 2.865 0.559  -0.83
O 0.369 4.093 0.950  -0.35
C 0.725 4.921 -0.132  -0.78
H 1.473 0.762 6.039  0.32
H -0.137 1.397 5.635  0.27
H 0.597 0.130 4.633  0.11
H 2.540 0.505 3.700  0.26
H 3.390 2.001 4.113  0.42
H 3.356 1.757 1.758  0.36
H 2.248 3.099 2.129  0.23
H -0.187 2.081 2.564  0.30
H -0.534 0.914 1.271  0.32
H -1.303 2.969 0.491  0.41
H 0.162 2.565 -0.429  0.42
H 1.334 4.379 -0.864  0.34
H 1.303 5.750 0.271  0.27
H -0.156 5.322 -0.646  0.32
C -0.559 -1.520 -0.664  -0.67
O -1.679 -1.154 -1.434  -0.48
C -1.999 0.221 -1.346  0.25
C -2.592 0.742 -2.636  -0.65
O -1.647 0.854 -3.686  -0.42
C -1.374 -0.322 -4.432  -0.35
C -2.390 -0.604 -5.516  -0.59
O -3.609 -1.059 -4.963  -0.29
C -4.735 -0.757 -5.751  -0.76
H -0.783 -1.509 0.412  0.16
H -0.283 -2.533 -0.952  0.42
H 0.289 -0.849 -0.840  0.39
H -1.098 0.798 -1.106  -0.30
H -2.731 0.385 -0.542  0.37
H -2.926 1.764 -2.439  0.43
H -3.456 0.142 -2.930  0.25
H -1.261 -1.192 -3.783  0.21
H -0.422 -0.128 -4.931  0.36
H -1.969 -1.367 -6.186  0.37
H -2.556 0.306 -6.105  0.35
H -4.761 0.306 -6.018  0.33
H -5.618 -0.999 -5.163  0.24
H -4.756 -1.345 -6.677  0.31

SMILES string	O=[SH](=O)Cc1nncnn1.COCCOCCOC.COCCOCCOC
frontier orbital gap	0.2975	hartree
largest force on an atom	0.4	eV/A

***

Entry from OMol25: 4 unconnected molecules or ions with the total composition C16H32O8S4 (ωB97M-V with the def2-TZVPD basis set).

Last column: Mulliken charge in e.
CARTESIAN COORDINATES (ANGSTROEM)
O 9.602 2.004 1.897  -0.63
S 8.251 1.938 1.338  1.08
O 7.438 0.762 1.615  -0.64
C 7.174 3.426 1.632  -0.65
C 6.714 3.941 0.270  -0.60
C 7.756 3.514 -0.810  -0.64
C 8.323 2.052 -0.498  -0.66
H 7.666 4.304 2.050  0.35
H 6.356 3.112 2.280  0.38
H 5.721 3.572 0.014  0.29
H 6.617 5.026 0.238  0.35
H 8.585 4.222 -0.809  0.33
H 7.189 3.499 -1.741  0.32
H 9.343 1.926 -0.861  0.38
H 7.611 1.315 -0.869  0.35
O 1.071 -5.097 0.820  -0.62
S 0.831 -4.009 -0.170  1.01
O -0.022 -2.844 0.073  -0.60
C 2.507 -3.484 -0.935  -0.77
C 2.222 -3.350 -2.448  -0.58
C 1.418 -4.631 -2.781  -0.64
C 0.162 -4.702 -1.808  -0.64
H 3.176 -4.337 -0.825  0.36
H 3.132 -2.752 -0.422  0.45
H 1.699 -2.396 -2.513  0.31
H 3.141 -3.378 -3.034  0.33
H 2.052 -5.512 -2.676  0.33
H 1.250 -4.575 -3.856  0.33
H -0.255 -5.700 -1.674  0.39
H -0.511 -3.922 -2.163  0.33
O -7.301 -1.693 0.262  -0.60
S -8.549 -2.284 0.683  1.03
O -9.857 -1.829 0.191  -0.65
C -8.363 -4.106 0.592  -0.70
C -7.459 -4.376 1.899  -0.66
C -8.036 -3.568 3.116  -0.53
C -8.676 -2.256 2.600  -0.65
H -7.939 -4.393 -0.370  0.42
H -9.335 -4.591 0.684  0.34
H -7.399 -5.462 1.958  0.38
H -6.477 -4.006 1.605  0.32
H -7.294 -3.365 3.888  0.30
H -8.794 -4.158 3.631  0.27
H -8.170 -1.361 2.960  0.38
H -9.757 -2.219 2.734  0.35
O 0.689 3.521 1.311  -0.60
S -0.734 3.817 0.965  1.04
O -1.894 3.708 1.870  -0.64
C -0.924 5.566 0.207  -0.65
C -1.047 5.427 -1.293  -0.61
C -0.541 4.106 -1.785  -0.58
C -0.977 3.001 -0.675  -0.72
H -0.023 6.157 0.373  0.33
H -1.799 6.029 0.663  0.37
H -2.082 5.562 -1.606  0.28
H -0.630 6.254 -1.868  0.37
H 0.533 4.068 -1.966  0.31
H -1.009 3.766 -2.708  0.33
H -0.367 2.101 -0.597  0.42
H -2.012 2.660 -0.657  0.36

SMILES string	O=S1(=O)CCCC1.O=S1(=O)CCCC1.O=S1(=O)CCCC1.O=S1(=O)CCCC1
frontier orbital gap	0.3836	hartree
largest force on an atom	3.0	eV/A
energy above the lowest of the compared OMol25 structures with the same formula, charge and spin	70.3	kcal per mole